Cr2F4H28O18P2 | ωB97M-V/def2-TZVPD

Each line ends with the Löwdin charge.
Cartesian coordinates (Å):
Cr -10.859 23.725 21.327  1.424
Cr -12.175 19.322 24.969  1.121
O -11.545 23.345 23.139  -0.349
P -12.235 22.825 24.422  0.483
O -12.317 21.324 24.777  -0.351
F -13.712 23.423 24.453  -0.056
F -11.538 23.702 25.519  -0.035
O -10.607 21.715 21.547  -0.348
P -10.654 20.189 21.887  0.554
O -11.341 19.687 23.119  -0.332
F -9.162 19.525 21.910  -0.121
F -11.436 19.463 20.637  -0.121
O -13.970 19.620 19.849  -0.015
H -13.028 19.457 19.810  0.010
H -14.194 19.945 18.976  0.076
O -9.821 20.891 25.118  -0.059
H -9.076 20.638 24.573  0.001
H -9.428 21.183 25.940  0.083
O -11.593 23.128 19.373  -0.024
H -12.352 22.600 19.125  0.100
H -11.213 23.407 18.540  0.110
O -10.215 16.928 19.910  -0.026
H -11.156 16.862 20.074  0.029
H -9.947 17.724 20.369  -0.037
O -12.242 16.907 23.271  -0.034
H -12.989 16.474 22.859  0.069
H -11.476 16.473 22.896  0.058
O -10.288 18.060 24.945  -0.050
H -9.608 18.181 25.608  0.090
H -9.815 17.756 24.170  0.037
O -7.501 18.428 19.940  -0.022
H -6.722 18.049 20.348  0.056
H -7.363 19.374 19.993  0.030
O -7.817 17.767 23.191  -0.021
H -8.099 18.351 22.488  -0.023
H -7.202 17.165 22.771  0.078
O -9.580 20.847 18.294  -0.015
H -9.720 20.733 17.354  0.083
H -9.553 19.956 18.643  0.044
O -13.882 19.234 23.816  -0.040
H -14.255 18.538 23.274  0.100
H -14.523 19.943 23.772  0.099
O -7.337 20.713 23.664  -0.035
H -7.303 19.760 23.588  0.007
H -6.506 21.013 23.295  0.067
O -9.147 24.174 22.415  -0.008
H -8.349 24.569 22.065  0.120
H -8.992 24.114 23.357  0.123
O -13.399 21.836 21.403  -0.054
H -14.156 21.992 21.967  0.060
H -13.638 21.064 20.889  -0.013
O -9.051 23.084 19.968  -0.046
H -9.214 22.410 19.308  0.019
H -8.105 23.228 19.934  0.105

As for the spin multiplicity: 8. The HOMO-LUMO gap (alpha / beta) comes out at 4.6 / 6.8 eV. The calculated total energy comes out at -123582.540 eV. Its net charge is +3.